C3H4OS | ωB97M-V with the def2-TZVPD basis set

HOMO energy (spin up / spin down) = -7.8 / -7.6 eV
LUMO energy (spin up / spin down) = 0.053 / 0.255 eV
Gap between HOMO and LUMO (spin up / spin down) = 7.811 / 7.867 eV
Calculated total energy = -589.97013 hartree

```
! wB97M-V def2-TZVPD RIJCOSX def2/J DEFGRID3
* xyz 0 1
S 0.79341 0.67388 -1.58428
O 1.26550 -2.19702 0.62812
C 0.44673 0.73472 0.07625
C -0.79965 0.89110 -0.61738
C 0.28575 -1.56917 0.78574
H -0.49981 -1.89352 1.41639
H -1.09427 1.89186 -0.65894
H -1.45273 0.02836 -0.78122
H 1.05507 1.43979 0.73532
*
```